# 1
Molecular formula: C102H85N17O34
Method: DFT, wB97M-V/def2-TZVPD

ORCA input file:
```
! wB97M-V def2-TZVPD RIJCOSX def2/J DEFGRID3
* xyz 0 1
C 4.725 -34.428 21.536
C 5.291 -33.177 21.585
C 5.898 -32.726 20.450
C 5.980 -33.447 19.283
C 5.412 -34.705 19.259
C 4.813 -35.240 20.353
N 6.500 -32.772 18.073
O 6.656 -33.496 17.103
O 6.672 -31.547 18.068
H 4.280 -34.763 22.461
H 5.319 -32.591 22.492
H 6.348 -31.751 20.341
H 5.374 -35.244 18.324
H 4.492 -36.266 20.251
C -0.990 -36.495 17.156
C 0.023 -37.462 17.440
C 1.062 -37.612 16.548
C 1.178 -36.784 15.422
C 0.155 -35.838 15.134
C -0.936 -35.673 16.028
N 2.432 -36.690 14.684
O 2.469 -36.246 13.525
O 3.461 -37.093 15.228
H -1.742 -36.264 17.895
H 0.062 -37.978 18.389
H 1.911 -38.167 16.918
H 0.211 -35.118 14.332
H -1.690 -34.912 15.893
C 8.618 -39.096 12.647
C 7.705 -38.138 12.198
C 6.957 -38.354 11.043
C 7.126 -39.527 10.300
C 8.047 -40.485 10.799
C 8.832 -40.222 11.934
N 6.365 -39.732 9.068
O 6.568 -40.709 8.379
O 5.524 -38.886 8.725
H 9.083 -39.105 13.622
H 7.392 -37.294 12.796
H 6.286 -37.547 10.788
H 8.094 -41.465 10.348
H 9.600 -40.897 12.283
C 11.476 -29.495 9.885
C 11.778 -28.491 10.855
C 12.089 -27.211 10.415
C 12.081 -26.864 9.035
C 11.900 -27.896 8.113
C 11.673 -29.199 8.524
N 12.046 -25.455 8.547
O 12.069 -25.211 7.309
O 11.849 -24.622 9.431
H 11.360 -30.505 10.251
H 11.788 -28.666 11.921
H 12.010 -26.353 11.066
H 12.141 -27.720 7.075
H 11.650 -29.998 7.798
C 11.261 -35.826 14.238
C 11.236 -36.643 13.109
C 11.443 -36.103 11.869
C 11.849 -34.710 11.719
C 11.736 -33.881 12.852
C 11.529 -34.468 14.125
N 12.202 -34.150 10.370
O 12.175 -32.908 10.157
O 12.392 -34.873 9.402
H 11.352 -36.319 15.195
H 11.073 -37.697 13.279
H 11.451 -36.746 11.001
H 11.896 -32.839 12.618
H 11.617 -33.930 15.057
C 10.252 -32.425 7.171
C 11.250 -33.166 6.434
C 11.265 -33.173 5.024
C 10.314 -32.501 4.291
C 9.342 -31.787 4.988
C 9.364 -31.716 6.386
N 10.294 -32.634 2.827
O 9.717 -31.791 2.177
O 10.791 -33.658 2.318
H 10.247 -32.448 8.251
H 12.003 -33.705 6.992
H 12.061 -33.707 4.526
H 8.475 -31.369 4.499
H 8.623 -31.231 7.004
C 2.515 -30.233 8.261
C 3.450 -29.662 7.415
C 4.440 -30.408 6.757
C 4.444 -31.787 7.000
C 3.614 -32.347 7.933
C 2.607 -31.595 8.556
N 5.390 -32.718 6.290
O 6.065 -32.260 5.390
O 5.403 -33.909 6.567
H 1.840 -29.580 8.794
H 3.411 -28.603 7.206
H 5.201 -30.001 6.108
H 3.820 -33.373 8.201
H 1.965 -32.021 9.313
C 0.891 -40.563 20.637
C 0.965 -41.041 19.359
C 1.908 -40.676 18.402
C 2.943 -39.839 18.786
C 2.912 -39.394 20.144
C 1.936 -39.718 21.032
N 3.929 -39.359 17.796
O 4.470 -38.244 18.031
O 4.175 -39.973 16.770
H 0.105 -40.829 21.330
H 0.169 -41.739 19.144
H 1.825 -40.996 17.374
H 3.756 -38.780 20.421
H 2.023 -39.292 22.020
C 4.868 -30.191 14.502
C 5.470 -28.946 14.392
C 6.851 -28.726 14.603
C 7.642 -29.945 14.793
C 7.025 -31.226 14.775
C 5.635 -31.351 14.705
N 9.118 -29.885 14.995
O 9.806 -30.896 14.939
O 9.626 -28.880 15.324
H 3.800 -30.284 14.367
H 4.912 -28.124 13.967
H 7.341 -27.765 14.654
H 7.577 -32.117 15.038
H 5.150 -32.314 14.760
C -1.830 -32.781 13.047
C -1.514 -31.503 13.500
C -0.305 -30.888 13.201
C 0.588 -31.633 12.481
C 0.318 -32.891 12.027
C -0.953 -33.429 12.270
N 1.940 -31.019 12.233
O 2.704 -31.692 11.571
O 2.178 -29.892 12.701
H -2.781 -33.185 13.362
H -2.167 -30.916 14.129
H -0.039 -29.947 13.660
H 1.079 -33.516 11.584
H -1.165 -34.398 11.843
C 5.306 -41.169 13.598
C 4.206 -40.515 13.087
C 3.736 -40.679 11.767
C 4.406 -41.600 10.963
C 5.471 -42.417 11.499
C 5.921 -42.163 12.845
N 3.910 -41.879 9.618
O 3.074 -41.097 9.147
O 4.308 -42.778 8.926
H 5.681 -40.967 14.591
H 3.681 -39.800 13.702
H 2.983 -40.019 11.365
H 5.926 -43.141 10.840
H 6.661 -42.774 13.341
C -1.024 -32.382 18.403
C -0.924 -31.891 17.116
C 0.259 -32.041 16.394
C 1.294 -32.914 16.867
C 1.084 -33.587 18.086
C -0.057 -33.309 18.892
N 2.519 -33.159 16.083
O 3.298 -34.022 16.442
O 2.750 -32.492 15.101
H -1.941 -32.094 18.894
H -1.646 -31.189 16.725
H 0.390 -31.652 15.395
H 1.873 -34.192 18.508
H -0.160 -33.878 19.805
C 5.909 -34.913 14.129
C 5.189 -34.376 13.096
C 5.716 -33.765 12.002
C 7.140 -33.852 11.786
C 7.911 -34.383 12.885
C 7.275 -34.881 14.040
N 7.707 -33.392 10.494
O 6.929 -33.152 9.576
O 8.977 -33.450 10.359
H 5.425 -35.340 14.995
H 4.131 -34.485 13.282
H 5.031 -33.352 11.276
H 8.985 -34.265 12.890
H 7.825 -35.365 14.833
C 10.484 -29.802 19.136
C 10.390 -29.952 20.581
C 9.944 -31.185 21.071
C 9.685 -32.275 20.220
C 9.867 -32.115 18.855
C 10.172 -30.882 18.347
N 9.264 -33.585 20.760
O 9.002 -33.721 21.948
O 9.076 -34.518 19.974
H 10.586 -28.784 18.790
H 10.611 -29.133 21.249
H 9.866 -31.287 22.143
H 9.726 -32.937 18.169
H 10.051 -30.714 17.287
C 7.863 -37.201 6.732
C 7.709 -38.317 5.975
C 8.790 -38.669 5.169
C 9.931 -37.780 5.101
C 10.000 -36.638 5.830
C 8.950 -36.300 6.695
N 10.973 -38.158 4.122
O 11.048 -39.324 3.831
O 11.777 -37.354 3.740
H 7.039 -37.035 7.409
H 6.810 -38.915 5.953
H 8.706 -39.547 4.546
H 10.817 -35.932 5.825
H 9.131 -35.441 7.324
C 7.789 -29.416 10.539
C 6.542 -30.001 10.662
C 5.337 -29.295 10.341
C 5.463 -27.995 9.784
C 6.762 -27.466 9.603
C 7.967 -28.133 9.918
N 4.230 -27.206 9.397
O 3.136 -27.533 9.823
O 4.378 -26.234 8.670
H 8.613 -30.014 10.899
H 6.475 -30.973 11.128
H 4.347 -29.697 10.500
H 6.733 -26.576 8.991
H 8.943 -27.670 9.892
C 8.060 -36.888 17.721
C 7.185 -37.497 16.811
C 7.245 -38.900 16.661
C 8.320 -39.651 17.210
C 9.243 -38.987 17.999
C 9.120 -37.608 18.272
N 8.469 -41.131 17.021
O 7.734 -41.622 16.172
O 9.379 -41.756 17.629
H 7.969 -35.856 18.027
H 6.405 -36.875 16.398
H 6.544 -39.397 16.007
H 9.988 -39.630 18.443
H 9.870 -37.065 18.827
*
```

For the total energy, the calculation gives -202048.410 eV. For the HOMO energy, the calculation gives -9.018 eV. The strongest force on any atom is 0.079 Eh/bohr.

These are the Löwdin partial charges, in e, on atoms 1 to 6:
1. C -0.040
2. C -0.067
3. C -0.026
4. C -0.145
5. C -0.036
6. C -0.034

***

# 2
Molecular formula: C2H10N2S2
Method: DFT, wB97M-V/def2-TZVPD

ORCA input file:
```
! wB97M-V def2-TZVPD RIJCOSX def2/J DEFGRID3
* xyz -1 2
C -2.277 -1.775 2.453
S -1.076 -2.261 1.129
S 0.771 -1.201 1.462
H -1.711 -1.208 3.195
H -2.996 -1.015 2.112
H -2.787 -2.595 2.927
H 1.237 -1.819 2.553
N 0.301 2.054 -2.690
C 0.573 1.033 -1.656
N 1.934 1.224 -1.098
H 0.538 1.740 -3.617
H 0.911 2.813 -2.399
H 0.413 0.007 -1.989
H -0.222 1.258 -0.935
H 2.497 0.428 -1.349
H 1.894 1.318 -0.098
*
```

For the total energy, the calculation gives -26886.092 eV. For the HOMO energy (alpha / beta), the calculation gives -0.019 / -3.745 eV. The strongest force on any atom is 0.067 Eh/bohr.

These are the Löwdin partial charges, in e, on atoms 1 to 6:
1. C -0.558
2. S 0.073
3. S -0.105
4. H -0.008
5. H 0.002
6. H -0.013